Record 1
# C3H6N3

A gas-phase ion, C3H6N3 (charge +1) (ωB97M-V/def2-TZVPD, the OMol25 dataset).

Values from the calculation:
E, eV: -7665.2866
Kohn-Sham gap (spin up / spin down), eV: 6.432 / 6.795
LUMO energy (spin up / spin down), eV: -6.1 / -6.0

Structure (ORCA input):
```
! wB97M-V def2-TZVPD RIJCOSX def2/J DEFGRID3
* xyz 1 1
H 3.695 0.393 -1.475
N 2.949 -0.172 -1.520
N 2.082 -0.071 -0.715
C 1.003 -0.512 -0.246
N -0.203 0.132 -0.126
C -1.312 -0.390 0.459
C -2.461 0.682 0.954
H 1.231 -1.505 0.356
H -0.152 1.019 -0.614
H -1.587 -1.350 0.630
H -3.182 0.167 1.485
H -2.062 1.607 0.811
*
```

Charge distribution, natural (NBO) scheme, values in e: atom 1 (H): 0.365, atom 2 (N): -0.104, atom 3 (N): -0.040, atom 4 (C): 0.278, atom 5 (N): -0.518, atom 6 (C): -0.051, atom 7 (C): -0.292, atom 8 (H): 0.274, atom 9 (H): 0.436, atom 10 (H): 0.227, atom 11 (H): 0.230, atom 12 (H): 0.196



Record 2
# C3H3N3O2

A single C3H3N3O2 molecule (ωB97M-V/def2-TZVPD, the OMol25 dataset).

Values from the calculation:
E, eV: -11721.6031
Kohn-Sham gap, eV: 8.031
LUMO energy, eV: -1.2

Structure (ORCA input):
```
! wB97M-V def2-TZVPD RIJCOSX def2/J DEFGRID3
* xyz 0 1
O 3.011 -0.671 -0.171
C 1.965 -0.132 -0.059
N 1.860 1.208 -0.262
N 0.607 1.501 0.069
C -0.175 0.392 0.331
C -1.506 0.508 -0.125
O -2.521 -0.398 -0.261
N 0.601 -0.759 0.046
H -2.058 1.472 -0.030
H -2.305 -1.307 -0.038
H 0.520 -1.814 0.500
*
```

Charge distribution, natural (NBO) scheme, values in e: atom 1 (O): -0.535, atom 2 (C): 0.698, atom 3 (N): -0.227, atom 4 (N): -0.111, atom 5 (C): 0.094, atom 6 (C): 0.271, atom 7 (O): -0.637, atom 8 (N): -0.693, atom 9 (H): 0.208, atom 10 (H): 0.494, atom 11 (H): 0.437



Record 3
# Cl3H

2 unconnected molecules or ions with the total composition Cl3H (ωB97M-V/def2-TZVPD, the OMol25 dataset).

Values from the calculation:
E, eV: -37582.7107
Kohn-Sham gap, eV: 9.858
LUMO energy, eV: -1.3

Structure (ORCA input):
```
! wB97M-V def2-TZVPD RIJCOSX def2/J DEFGRID3
* xyz 0 1
Cl 2.598 -0.013 2.355
Cl 0.768 -0.776 1.956
Cl -2.171 0.206 -2.540
H -1.195 0.582 -1.772
*
```

Charge distribution, natural (NBO) scheme, values in e: atom 1 (Cl): 0.002, atom 2 (Cl): -0.002, atom 3 (Cl): -0.271, atom 4 (H): 0.271



Record 4
# C27H51IrN2OP3S

A molecular structure, C27H51IrN2OP3S (ωB97M-V/def2-TZVPD, the OMol25 dataset).

Values from the calculation:
E, eV: -75351.7214
Kohn-Sham gap (spin up / spin down), eV: 5.141 / 3.933
LUMO energy (spin up / spin down), eV: -10.5 / -15.0

Structure (ORCA input):
```
! wB97M-V def2-TZVPD RIJCOSX def2/J DEFGRID3
* xyz 4 6
Ir -0.145 0.101 -0.543
P 0.241 -1.861 -1.617
P 2.060 0.822 -0.637
P -2.466 0.107 -0.914
H 0.012 9.799 -2.189
C -0.930 9.703 -1.656
C -1.004 9.838 -0.334
H -0.125 10.049 0.270
C 0.369 -1.717 -3.453
C 1.772 -2.865 -1.321
C -0.960 -3.266 -1.479
C 2.491 2.414 0.177
C 3.475 -0.176 0.026
C 2.674 1.173 -2.340
C -3.483 1.584 -0.476
C -3.636 -1.173 -0.253
C -2.851 -0.059 -2.702
H -1.809 9.492 -2.259
H -1.947 9.742 0.199
H 0.522 -2.690 -3.933
H 1.207 -1.055 -3.688
H -0.537 -1.252 -3.848
H 1.684 -3.842 -1.808
H 1.913 -3.018 -0.248
H 2.651 -2.354 -1.719
H -0.570 -4.159 -1.979
H -1.915 -2.998 -1.928
H -1.132 -3.499 -0.426
H 3.581 2.507 0.241
H 2.051 2.450 1.176
H 2.082 3.247 -0.398
H 4.315 -0.152 -0.677
H 3.190 -1.214 0.203
H 3.806 0.260 0.974
H 3.561 1.817 -2.322
H 1.873 1.672 -2.890
H 2.915 0.243 -2.861
H -4.532 1.396 -0.729
H -3.121 2.448 -1.036
H -3.411 1.776 0.597
H -4.547 -1.184 -0.862
H -3.913 -0.934 0.777
H -3.192 -2.171 -0.277
H -3.895 0.207 -2.904
H -2.665 -1.092 -3.010
H -2.185 0.592 -3.271
C -0.632 3.647 -0.627
C -0.759 3.581 -2.025
C -0.635 4.726 -2.811
C -0.382 5.968 -2.230
C -0.256 6.047 -0.839
C -0.379 4.909 -0.048
S -0.747 2.264 0.458
H -0.173 0.719 -2.064
H -0.968 2.614 -2.474
H -0.740 4.642 -3.891
H -0.284 6.858 -2.845
H -0.060 7.006 -0.365
H -0.277 4.981 1.032
C 3.446 -5.401 3.522
C 1.964 -5.765 3.531
N 1.145 -4.687 2.971
C 0.405 -4.968 1.736
C -1.101 -5.070 1.991
C 1.006 -3.497 3.665
O 1.463 -3.408 4.798
C 0.229 -2.329 3.156
C -0.759 -1.783 3.973
C -1.546 -0.750 3.498
C -1.329 -0.256 2.214
N -0.327 -0.734 1.406
C 0.447 -1.752 1.883
H 3.778 -5.211 2.479
H 4.034 -6.249 3.934
H 3.647 -4.503 4.138
H 1.860 -6.703 2.943
H 1.624 -6.000 4.563
H 0.617 -4.221 0.966
H 0.711 -5.942 1.298
H -1.525 -4.116 2.358
H -1.622 -5.336 1.047
H -1.305 -5.867 2.737
H -0.950 -2.186 4.961
H -2.339 -0.343 4.112
H -1.990 0.519 1.886
H 1.238 -2.115 1.314
*
```

Charge distribution, Mulliken scheme, values in e: atom 1 (Ir): 1.644, atom 2 (P): 0.635, atom 3 (P): 1.212, atom 4 (P): 0.793, atom 5 (H): 0.329, atom 6 (C): -0.187, atom 7 (C): -0.123, atom 8 (H): 0.329, atom 9 (C): -1.251, atom 10 (C): -1.115, atom 11 (C): -1.052, atom 12 (C): -1.612, atom 13 (C): -1.419, atom 14 (C): -1.602, atom 15 (C): -1.479, atom 16 (C): -1.332, atom 17 (C): -1.287, atom 18 (H): 0.329, atom 19 (H): 0.317, atom 20 (H): 0.495, atom 21 (H): 0.294, atom 22 (H): 0.322, atom 23 (H): 0.570, atom 24 (H): 0.055, atom 25 (H): 0.481, atom 26 (H): 0.595, atom 27 (H): 0.561, atom 28 (H): -0.121, atom 29 (H): 0.556, atom 30 (H): 0.452, atom 31 (H): 0.377, atom 32 (H): 0.476, atom 33 (H): 0.166, atom 34 (H): 0.510, atom 35 (H): 0.493, atom 36 (H): 0.328, atom 37 (H): 0.385, atom 38 (H): 0.559, atom 39 (H): 0.410, atom 40 (H): 0.355, atom 41 (H): 0.483, atom 42 (H): 0.430, atom 43 (H): 0.213, atom 44 (H): 0.577, atom 45 (H): 0.385, atom 46 (H): 0.271, atom 47 (C): 0.602, atom 48 (C): -0.045, atom 49 (C): -1.020, atom 50 (C): -0.195, atom 51 (C): -0.386, atom 52 (C): -0.768, atom 53 (S): -0.140, atom 54 (H): -0.237, atom 55 (H): 0.369, atom 56 (H): 0.452, atom 57 (H): 0.427, atom 58 (H): 0.312, atom 59 (H): 0.482, atom 60 (C): -1.050, atom 61 (C): -0.357, atom 62 (N): 0.315, atom 63 (C): 0.607, atom 64 (C): -1.208, atom 65 (C): 0.294, atom 66 (O): -0.395, atom 67 (C): -0.399, atom 68 (C): -0.956, atom 69 (C): -1.218, atom 70 (C): -0.195, atom 71 (N): -0.212, atom 72 (C): -0.569, atom 73 (H): 0.309, atom 74 (H): 0.390, atom 75 (H): 0.363, atom 76 (H): 0.389, atom 77 (H): 0.349, atom 78 (H): -0.922, atom 79 (H): 0.597, atom 80 (H): 0.297, atom 81 (H): 0.435, atom 82 (H): 0.388, atom 83 (H): 0.525, atom 84 (H): 0.538, atom 85 (H): 0.566, atom 86 (H): 1.464



Among the records above, which one has the highest E? C3H6N3



The lowest E belongs to which entry? C27H51IrN2OP3S



The highest E belongs to which entry? C3H6N3



What did the third record say?
# Cl3H

2 unconnected molecules or ions with the total composition Cl3H (ωB97M-V/def2-TZVPD, the OMol25 dataset).

Values from the calculation:
E, eV: -37582.7107
Kohn-Sham gap, eV: 9.858
LUMO energy, eV: -1.3

Structure (ORCA input):
```
! wB97M-V def2-TZVPD RIJCOSX def2/J DEFGRID3
* xyz 0 1
Cl 2.598 -0.013 2.355
Cl 0.768 -0.776 1.956
Cl -2.171 0.206 -2.540
H -1.195 0.582 -1.772
*
```

Charge distribution, natural (NBO) scheme, values in e: atom 1 (Cl): 0.002, atom 2 (Cl): -0.002, atom 3 (Cl): -0.271, atom 4 (H): 0.271